Model i:
Formula: C2H9N2O
Source: OMol25
Level of theory: the ωB97M-V functional and the def2-TZVPD basis

The geometry in ORCA input format:
```
! RIJCOSX wB97M-V def2-TZVPD def2/J DEFGRID3
* xyz -1 1
C 1.8436 -0.7628 0.9521
O 1.2631 -0.5221 -0.3200
H 2.6978 -0.0917 1.1038
H 2.2999 -1.8529 1.0828
H 1.0565 -0.7512 1.8023
N -1.3376 -0.5457 0.2765
C -1.3487 0.7573 -0.3507
N -0.6993 1.1012 -1.6634
H -1.2197 -0.3047 1.2621
H -0.2851 -0.8330 -0.0775
H -1.1790 1.6846 0.3539
H -2.3670 0.8831 -0.5745
H -1.0058 0.2869 -2.2915
H 0.2814 0.9510 -1.5559
*
```

* gap between HOMO and LUMO: 0.285 hartree
* LUMO: 4.7 eV

Atomic partial charges in e from the Löwdin method, atoms 1 to 8: -0.371, -0.460, 0.021, 0.048, 0.043, -0.081, -0.457, -0.035


Model ii:
Formula: C2H9N2O
Source: OMol25
Level of theory: the ωB97M-V functional and the def2-TZVPD basis

The geometry in ORCA input format:
```
! RIJCOSX wB97M-V def2-TZVPD def2/J DEFGRID3
* xyz -1 1
C -1.2056 2.2105 -0.9296
N -1.3157 0.7832 -1.1845
H -0.3148 2.6754 -1.3589
H -1.1876 2.3623 0.1470
H -2.0969 2.7375 -1.2881
H -1.1908 0.6141 -2.1793
H -0.4957 0.3350 -0.7171
N 0.5387 -1.7021 1.7873
C 0.8904 -1.4038 0.3587
O 1.0153 -0.0909 0.1306
H 1.1420 -2.3923 2.2043
H 0.6427 -0.8364 2.2940
H 1.8239 -1.9752 0.1329
H 0.0969 -1.8711 -0.2625
*
```

* gap between HOMO and LUMO: 0.263 hartree
* LUMO: 4.4 eV

Atomic partial charges in e from the Löwdin method, atoms 1 to 8: -0.246, -0.091, 0.053, 0.058, 0.044, 0.035, 0.001, -0.044


Which of them is the most stable, and which is the least stable? model ii and model i, in that order.


Model i:
Formula: C3H6OS
Source: OMol25
Level of theory: the ωB97M-V functional and the def2-TZVPD basis

The geometry in ORCA input format:
```
! RIJCOSX wB97M-V def2-TZVPD def2/J DEFGRID3
* xyz 0 1
C -0.3591 -2.0896 -0.5258
S -0.7798 -0.4187 -0.8686
C 0.4365 0.5352 0.1605
C 0.0469 2.0040 0.3182
O 1.3895 0.0662 0.7179
H -1.2128 -2.6177 -0.1811
H 0.1936 -2.6330 -1.2951
H 0.3598 -2.0497 0.3147
H -1.0164 2.2783 0.2008
H 0.3363 2.2182 1.3981
H 0.6054 2.7068 -0.2396
*
```

* SMILES: CSC(C)=O
* gap between HOMO and LUMO: 0.377 hartree
* LUMO: 0.9 eV

Atomic partial charges in e from the Löwdin method, atoms 1 to 8: -0.442, 0.872, -0.713, -0.083, 0.024, 0.017, 0.044, 0.042


Model ii:
Formula: C3H6OS
Source: OMol25
Level of theory: the ωB97M-V functional and the def2-TZVPD basis

The geometry in ORCA input format:
```
! RIJCOSX wB97M-V def2-TZVPD def2/J DEFGRID3
* xyz 0 1
C 1.7144 -0.3282 0.3154
C 0.7132 0.5260 -0.3099
C -1.4498 0.2594 0.5498
O 0.9948 -0.6549 -0.8781
S -2.4510 0.2692 -0.8895
H 2.7410 -0.2297 0.1686
H 1.4360 -1.1073 1.0863
H 0.5768 1.4055 -0.9190
H -1.6748 1.0550 1.2795
H -1.1174 -0.6171 1.1227
H -1.4832 -0.5779 -1.5258
*
```

* gap between HOMO and LUMO: 0.313 hartree
* LUMO: 0.9 eV

Atomic partial charges in e from the Löwdin method, atoms 1 to 8: -0.103, -0.170, -0.521, -0.082, 0.619, 0.079, 0.130, 0.103


Model iii:
Formula: C3H6OS
Source: OMol25
Level of theory: the ωB97M-V functional and the def2-TZVPD basis

The geometry in ORCA input format:
```
! RIJCOSX wB97M-V def2-TZVPD def2/J DEFGRID3
* xyz 0 1
C 0.7312 0.5337 -0.1768
C 0.4559 -0.9273 -0.0640
C -1.0670 -0.9041 0.7238
H -0.1778 2.6863 -0.4358
H 1.5279 0.7727 -0.7501
H 0.8466 0.7753 0.9122
H 0.3224 -1.1124 -1.2690
H 1.2930 -1.5158 0.3800
H -1.9249 0.4399 0.6651
O -1.3915 -2.1520 1.0253
S -0.6157 1.4037 -1.0107
*
```

* gap between HOMO and LUMO: 0.333 hartree
* LUMO: 0.3 eV

Atomic partial charges in e from the Löwdin method, atoms 1 to 8: -0.677, -0.233, -0.171, -0.038, 0.015, 0.098, 0.145, 0.116


Which of them is the most stable, and which is the least stable? model i and model iii, in that order.


Model i:
Formula: C3H6NO2
Source: OMol25
Level of theory: the ωB97M-V functional and the def2-TZVPD basis

The geometry in ORCA input format:
```
! RIJCOSX wB97M-V def2-TZVPD def2/J DEFGRID3
* xyz 0 2
O -0.7362 2.8256 0.6605
C -0.7796 1.5824 0.3375
C 0.4597 0.7747 -0.0283
N 0.1829 -0.3207 -0.9452
C -0.0111 -1.5813 -0.0498
O 1.0226 -2.0302 0.6828
H -1.7700 1.0878 0.5586
H 1.3481 1.5816 -0.4220
H 0.7641 0.3179 0.9203
H 0.9752 -0.6824 -1.5366
H -0.9569 -1.1789 0.6303
H -0.4988 -2.3765 -0.8082
*
```

* gap between HOMO and LUMO (alpha / beta): 0.389 / 0.267 hartree
* LUMO (alpha / beta): 0.7 / -2.6 eV

Atomic partial charges in e from the Löwdin method, atoms 1 to 8: -0.031, -0.194, -0.242, -0.085, -0.359, 0.038, 0.123, 0.195


Model ii:
Formula: C3H6NO2
Source: OMol25
Level of theory: the ωB97M-V functional and the def2-TZVPD basis

The geometry in ORCA input format:
```
! RIJCOSX wB97M-V def2-TZVPD def2/J DEFGRID3
* xyz 0 2
C 1.2493 1.1470 -0.7982
N 0.0268 0.5306 -0.7706
C -0.1669 -0.8332 -0.3314
C -0.8021 -0.9275 1.0680
O -1.5212 -2.0342 1.3408
O 1.3910 2.3406 -0.6889
H 2.0985 0.4707 -0.9829
H -0.7360 1.1894 -0.7180
H 0.8258 -1.2576 -0.1818
H -0.6266 -1.4622 -1.0907
H -1.4506 -0.0715 1.2715
H -0.0421 -0.8054 1.8357
*
```

* gap between HOMO and LUMO (alpha / beta): 0.401 / 0.299 hartree
* LUMO (alpha / beta): 0.9 / -1.8 eV

Atomic partial charges in e from the Löwdin method, atoms 1 to 8: -0.367, 0.013, -0.178, -0.312, 0.042, 0.026, 0.134, 0.140


Model iii:
Formula: C3H6NO2
Source: OMol25
Level of theory: the ωB97M-V functional and the def2-TZVPD basis

The geometry in ORCA input format:
```
! RIJCOSX wB97M-V def2-TZVPD def2/J DEFGRID3
* xyz 0 2
C -2.0383 1.6551 -0.8915
C -1.7100 0.3855 -0.5802
N -1.7918 -0.2845 0.6811
H -3.0367 2.0048 -0.6598
H -1.5127 2.2208 -1.6466
H -0.9648 -0.0693 -1.2295
H -1.7625 0.3690 1.4379
H -1.0409 -0.9461 0.6236
O 2.7492 -1.2637 0.6525
C 1.8966 -0.4407 0.5191
O 1.1647 -0.1348 -0.5018
H 1.5609 0.2589 1.3530
*
```

* gap between HOMO and LUMO (alpha / beta): 0.335 / 0.170 hartree
* LUMO (alpha / beta): 0.7 / -3.7 eV

Atomic partial charges in e from the Löwdin method, atoms 1 to 8: -0.028, -0.277, 0.035, 0.041, 0.037, 0.072, 0.076, 0.050


Which of them is the most stable, and which is the least stable? model ii and model i, in that order.


Model i:
Formula: C3H8ClNO
Source: OMol25
Level of theory: the ωB97M-V functional and the def2-TZVPD basis

The geometry in ORCA input format:
```
! RIJCOSX wB97M-V def2-TZVPD def2/J DEFGRID3
* xyz 0 1
N -0.7743 -1.7687 -0.4293
C -1.0867 -0.4449 0.0921
C -0.1698 0.6941 -0.3053
Cl -0.8096 2.3747 0.3245
C 1.1804 0.4519 0.2894
O 2.2581 1.0777 -0.2304
H -1.5885 -2.3520 -0.6427
H -0.2256 -2.3100 0.2484
H -1.4141 -0.3000 1.1126
H -1.9621 -0.0833 -0.4622
H -0.0652 0.8409 -1.3863
H 1.1442 0.4616 1.4596
H 1.1825 -0.6559 0.0287
H 2.3307 2.0139 -0.0993
*
```

* SMILES: NC[C@@H](Cl)CO
* gap between HOMO and LUMO: 0.402 hartree
* LUMO: 0.9 eV

Atomic partial charges in e from the Löwdin method, atoms 1 to 8: 0.003, -0.337, -0.597, 0.492, -0.392, -0.023, 0.079, 0.076


Model ii:
Formula: C3H8ClNO
Source: OMol25
Level of theory: the ωB97M-V functional and the def2-TZVPD basis

The geometry in ORCA input format:
```
! RIJCOSX wB97M-V def2-TZVPD def2/J DEFGRID3
* xyz 0 1
C -0.9527 0.3447 -0.7751
C -0.4460 0.7706 0.5792
C 1.2517 -0.2493 0.8180
N 1.1080 -1.5946 0.5321
O -0.1468 2.0881 0.7419
Cl 2.3947 0.6741 -0.2716
H -1.1077 -0.7294 -0.7917
H -0.2382 0.6198 -1.5492
H -1.9034 0.8314 -0.9902
H -1.0402 0.4213 1.4181
H 1.5629 -0.0494 1.8386
H 1.9086 -2.1485 0.8186
H 0.8980 -1.7710 -0.4421
H 0.4162 2.3752 0.0063
*
```

* gap between HOMO and LUMO: 0.356 hartree
* LUMO: 0.9 eV

Atomic partial charges in e from the Löwdin method, atoms 1 to 8: -0.084, -0.356, -0.641, -0.024, -0.050, 0.513, 0.069, 0.066


Which of them is the most stable, and which is the least stable? model i and model ii, in that order.


Model i:
Formula: C4H5N2O
Source: OMol25
Level of theory: the ωB97M-V functional and the def2-TZVPD basis

The geometry in ORCA input format:
```
! RIJCOSX wB97M-V def2-TZVPD def2/J DEFGRID3
* xyz 1 1
C -1.3397 -0.4544 -0.0784
C -0.3585 -1.8110 1.2698
C 0.9158 0.2388 0.3722
C 0.3707 1.0012 -0.8063
N -0.1053 -0.7780 0.5847
N -1.0764 0.5303 -0.8448
O -0.4699 -2.7284 1.8779
H 1.6994 -0.4030 0.2956
H 1.0389 0.7984 1.2782
H 0.3566 2.0848 -0.8693
H 0.7732 0.5405 -1.6927
H -1.8048 0.9807 -1.3868
*
```

* gap between HOMO and LUMO: 0.371 hartree
* LUMO: -4.5 eV

Atomic partial charges in e from the Löwdin method, atoms 1 to 8: 0.021, -0.115, -0.044, -0.040, 0.012, 0.065, 0.409, 0.113


Model ii:
Formula: C4H5N2O
Source: OMol25
Level of theory: the ωB97M-V functional and the def2-TZVPD basis

The geometry in ORCA input format:
```
! RIJCOSX wB97M-V def2-TZVPD def2/J DEFGRID3
* xyz 1 1
C 1.6025 1.2944 -0.7872
C 0.3706 1.8031 -0.8687
C 0.6486 -0.4935 -0.0634
C -1.1273 -1.5286 0.8651
N 1.8558 0.1919 -0.1220
N -0.7548 2.0661 -1.0362
O -0.0244 -0.6791 0.9482
H -1.0471 -2.2688 1.6508
H -0.9835 -2.0691 -0.0634
H -2.0583 -0.9810 0.8936
H 2.8281 -0.1985 -0.0240
H -1.3101 2.8631 -1.3928
*
```

* gap between HOMO and LUMO (alpha / beta): 0.268 / 0.257 hartree
* LUMO (alpha / beta): -6.4 / -6.5 eV

Atomic partial charges in e from the Löwdin method, atoms 1 to 8: 0.036, -0.101, -0.094, -0.005, 0.113, 0.323, 0.026, 0.114


Which of them is the most stable, and which is the least stable? model i and model ii, in that order.


Model i:
Formula: C9H14O
Source: OMol25
Level of theory: the ωB97M-V functional and the def2-TZVPD basis

The geometry in ORCA input format:
```
! RIJCOSX wB97M-V def2-TZVPD def2/J DEFGRID3
* xyz -1 2
C -1.9716 -2.1652 -1.5677
C -0.3621 1.0362 0.5574
C -0.7079 1.4354 -0.7694
C -0.7828 -0.1088 1.3153
C -1.3026 0.2921 -1.4099
C -1.4848 -1.0959 0.5865
C -1.6444 -0.9133 -0.8093
O 0.2492 1.9222 1.4997
H -0.5559 2.3338 -1.3161
H 0.5120 2.8296 1.1131
H -0.7729 -0.0664 2.4037
H -1.6127 0.3502 -2.5244
H -1.9254 -1.9631 1.1259
H -2.0424 -2.1837 -2.6829
H -2.9915 -2.5687 -1.1141
H -1.1524 -2.8826 -1.1813
C 3.2989 0.5937 0.4304
C 3.1827 -0.8482 0.1053
H 3.3793 1.2924 -0.5617
H 2.4679 1.1099 0.9120
H 4.0652 0.9337 1.0646
H 2.8276 -1.0900 -0.9427
H 4.0221 -1.4390 0.3070
H 2.4328 -1.3900 0.7674
*
```

* gap between HOMO and LUMO (alpha / beta): 0.111 / 0.253 hartree
* LUMO (alpha / beta): 3.8 / 3.7 eV

Atomic partial charges in e from the Löwdin method, atoms 1 to 8: -0.135, -0.351, -0.124, -0.108, -0.149, -0.182, -0.419, -0.121


Model ii:
Formula: C9H14O
Source: OMol25
Level of theory: the ωB97M-V functional and the def2-TZVPD basis

The geometry in ORCA input format:
```
! RIJCOSX wB97M-V def2-TZVPD def2/J DEFGRID3
* xyz -1 2
C -0.1755 0.8215 -1.9174
C -1.7215 -1.1683 1.0093
C -1.5418 -2.4752 0.5744
C -1.0719 -0.0925 0.3165
C -0.6166 -0.3202 -0.9952
C -0.9809 -2.7434 -0.6850
C -0.5326 -1.6099 -1.4660
O -2.0164 -3.4921 1.3685
H -2.3276 -0.9695 1.9077
H -1.2742 0.9377 0.6359
H -0.9050 -3.7923 -0.9085
H -1.3385 -4.0770 1.7257
H -0.9719 1.6004 -1.8398
H 0.0843 0.4259 -2.9091
H -0.3031 -1.7178 -2.5410
H 0.6976 1.4159 -1.6213
C 1.6932 1.5101 1.2285
C 2.0533 2.8310 0.5834
H 0.9354 0.9189 0.6780
H 2.4887 0.8357 1.5135
H 1.1745 1.6724 2.1897
H 1.2521 3.5061 0.3135
H 2.5753 2.6073 -0.3441
H 2.8231 3.3753 1.1828
*
```

* gap between HOMO and LUMO (alpha / beta): 0.108 / 0.260 hartree
* LUMO (alpha / beta): 3.7 / 3.6 eV

Atomic partial charges in e from the Löwdin method, atoms 1 to 8: -0.089, -0.101, -0.438, -0.174, -0.375, -0.108, -0.133, -0.040


Which of them is the most stable, and which is the least stable? model ii and model i, in that order.